a) {
  "formula": "C72H198N18O18",
  "method": "ωB97M-V/def2-TZVPD",
  "symbols": ["C", "C", "C", "O", "C", "N", "H", "H", "H", "H", "H", "H", "H", "H", "H", "H", "H", "C", "C", "C", "O", "C", "N", "H", "H", "H", "H", "H", "H", "H", "H", "H", "H", "H", "C", "C", "C", "O", "C", "N", "H", "H", "H", "H", "H", "H", "H", "H", "H", "H", "H", "C", "C", "C", "O", "C", "N", "H", "H", "H", "H", "H", "H", "H", "H", "H", "H", "H", "C", "C", "C", "O", "C", "N", "H", "H", "H", "H", "H", "H", "H", "H", "H", "H", "H", "C", "C", "C", "O", "C", "N", "H", "H", "H", "H", "H", "H", "H", "H", "H", "H", "H", "C", "C", "C", "O", "C", "N", "H", "H", "H", "H", "H", "H", "H", "H", "H", "H", "H", "C", "C", "C", "O", "C", "N", "H", "H", "H", "H", "H", "H", "H", "H", "H", "H", "H", "C", "C", "C", "O", "C", "N", "H", "H", "H", "H", "H", "H", "H", "H", "H", "H", "H", "C", "C", "C", "O", "C", "N", "H", "H", "H", "H", "H", "H", "H", "H", "H", "H", "H", "C", "C", "C", "O", "C", "N", "H", "H", "H", "H", "H", "H", "H", "H", "H", "H", "H", "C", "C", "C", "O", "C", "N", "H", "H", "H", "H", "H", "H", "H", "H", "H", "H", "H", "C", "C", "C", "O", "C", "N", "H", "H", "H", "H", "H", "H", "H", "H", "H", "H", "H", "C", "C", "C", "O", "C", "N", "H", "H", "H", "H", "H", "H", "H", "H", "H", "H", "H", "C", "C", "C", "O", "C", "N", "H", "H", "H", "H", "H", "H", "H", "H", "H", "H", "H", "C", "C", "C", "O", "C", "N", "H", "H", "H", "H", "H", "H", "H", "H", "H", "H", "H", "C", "C", "C", "O", "C", "N", "H", "H", "H", "H", "H", "H", "H", "H", "H", "H", "H", "C", "C", "C", "O", "C", "N", "H", "H", "H", "H", "H", "H", "H", "H", "H", "H", "H"],
  "positions_angstrom": [[-0.7076, -4.0909, 3.7354], [0.1233, -3.9407, 5.0022], [0.6890, -2.5660, 5.2679], [1.4207, -1.9616, 4.1278], [2.8275, -2.2115, 4.0206], [-0.7235, -4.2915, 6.1165], [-1.4053, -4.9209, 3.8469], [-0.0522, -4.3060, 2.8914], [-1.3160, -3.2083, 3.5383], [0.9828, -4.5846, 4.8154], [1.4171, -2.7750, 6.0517], [-0.0846, -1.9481, 5.7237], [3.2632, -1.6595, 3.1878], [2.8956, -3.2974, 4.0865], [3.3924, -2.0261, 4.9341], [-1.3312, -5.0352, 5.8040], [-1.2129, -3.4486, 6.3814], [-5.2832, -1.8660, -5.6661], [-3.7626, -1.7739, -5.3586], [-3.1784, -0.3694, -5.5758], [-3.3482, -0.1334, -6.9433], [-2.7892, 1.0819, -7.5221], [-3.4942, -2.2432, -4.0489], [-5.8971, -1.1727, -5.0912], [-5.6869, -2.8779, -5.7007], [-5.5593, -1.3852, -6.6045], [-3.2147, -2.3718, -6.0869], [-2.0974, -0.3694, -5.4360], [-3.5861, 0.3132, -4.8301], [-2.7046, 1.9326, -6.8460], [-3.3246, 1.5229, -8.3629], [-1.7647, 0.8122, -7.7782], [-2.5067, -2.3199, -3.8510], [-3.7043, -1.4454, -3.4662], [-1.0790, 2.2004, -3.4532], [-0.3608, 1.4891, -2.2952], [-0.5165, 2.1611, -0.9846], [0.1835, 1.4768, 0.0774], [0.0309, 2.2455, 1.2470], [-0.8240, 0.0561, -2.1930], [-0.6308, 3.1881, -3.5617], [-2.1656, 2.1476, -3.3842], [-0.8853, 1.5349, -4.2944], [0.6972, 1.5333, -2.5535], [-1.5355, 2.1968, -0.5993], [-0.1228, 3.1772, -1.0107], [0.2942, 3.3024, 1.2048], [0.8673, 1.7877, 1.7752], [-0.9704, 2.1021, 1.6530], [-0.2324, -0.6329, -2.6348], [-0.9649, -0.2347, -1.2361], [4.6770, 6.2642, 4.9779], [3.8720, 5.0840, 5.6015], [2.5136, 4.8793, 4.8608], [1.8748, 3.8758, 5.6911], [0.6136, 3.6077, 5.2844], [4.8166, 3.9509, 5.5247], [4.2219, 7.2184, 5.2437], [4.8521, 6.2294, 3.9027], [5.6992, 6.3193, 5.3524], [3.6091, 5.3908, 6.6138], [2.6418, 4.4477, 3.8681], [1.9310, 5.7997, 4.8220], [0.6576, 3.3804, 4.2193], [-0.0851, 4.4107, 5.5192], [0.2770, 2.7457, 5.8606], [4.9782, 3.8270, 4.5354], [4.4052, 3.0562, 5.7492], [1.7346, -0.6705, -5.0288], [1.7033, 0.2300, -6.2391], [2.1283, 1.7291, -6.0453], [2.0198, 2.4961, -7.2696], [0.6701, 2.9690, -7.4348], [2.6368, -0.3841, -7.1965], [2.7360, -0.7591, -4.6076], [1.3826, -1.6616, -5.3151], [1.0182, -0.3132, -4.2890], [0.6645, 0.1521, -6.5600], [3.2168, 1.7553, -5.9944], [1.6802, 2.1854, -5.1626], [-0.0998, 2.2024, -7.5219], [0.6707, 3.4579, -8.4089], [0.3343, 3.6451, -6.6485], [2.2846, -0.0349, -8.0763], [3.5441, 0.0492, -7.1005], [4.4183, -3.8573, -5.5478], [4.1298, -4.4704, -4.1316], [5.2771, -4.4404, -3.1159], [6.4523, -4.9934, -3.6642], [7.2869, -5.4392, -2.6086], [2.9948, -3.6868, -3.5438], [5.4520, -3.5986, -5.7770], [3.8660, -2.9246, -5.6619], [3.9885, -4.4603, -6.3477], [3.8114, -5.5126, -4.1505], [5.0218, -5.0119, -2.2235], [5.5469, -3.4143, -2.8663], [7.3786, -4.6811, -1.8309], [8.3310, -5.6291, -2.8578], [6.9254, -6.3785, -2.1901], [2.5149, -3.1813, -4.2748], [3.3996, -3.0044, -2.9188], [4.2292, -2.2433, 0.3774], [2.9253, -2.2373, -0.4266], [1.7277, -1.8980, 0.5434], [0.4641, -2.0661, -0.0174], [-0.6059, -1.5793, 0.6775], [3.0169, -1.3616, -1.5402], [4.0528, -2.9430, 1.1943], [4.5336, -1.2842, 0.7964], [4.9055, -2.8521, -0.2227], [2.8578, -3.2905, -0.6989], [1.9433, -0.8569, 0.7837], [1.8537, -2.5390, 1.4160], [-1.4822, -1.6065, 0.0299], [-0.5314, -0.5368, 0.9869], [-0.7422, -2.1392, 1.6027], [3.0935, -0.3884, -1.2812], [2.1004, -1.3798, -1.9642], [4.9096, 9.4201, 0.2473], [3.7997, 8.8520, 1.2214], [3.3418, 7.4322, 0.6084], [2.1659, 6.9341, 1.2805], [1.5023, 5.9388, 0.5060], [4.3087, 8.8301, 2.5621], [5.8165, 8.8155, 0.2428], [5.0837, 10.4669, 0.4962], [4.4833, 9.3529, -0.7536], [2.9868, 9.5781, 1.2177], [4.2079, 6.7789, 0.7145], [3.0396, 7.5613, -0.4309], [0.5478, 5.6718, 0.9595], [2.1152, 5.0375, 0.5146], [1.2566, 6.2077, -0.5213], [3.6536, 8.4902, 3.2515], [5.0081, 8.1016, 2.5429], [-2.8443, -3.9068, -0.6256], [-3.5260, -4.9376, -1.4804], [-2.5378, -5.7312, -2.3783], [-3.1910, -6.7144, -3.1838], [-2.2227, -7.5196, -3.8285], [-4.2802, -5.7423, -0.5399], [-2.3578, -3.1387, -1.2269], [-2.0539, -4.2369, 0.0484], [-3.5610, -3.3286, -0.0423], [-4.3052, -4.3804, -2.0005], [-1.8360, -6.0623, -1.6129], [-1.8816, -5.0856, -2.9621], [-1.5452, -7.9824, -3.1108], [-1.6784, -6.9992, -4.6165], [-2.6565, -8.3799, -4.3382], [-3.6414, -6.5202, -0.4572], [-4.1173, -5.2623, 0.3337], [0.8754, -5.6020, 0.2463], [1.8088, -6.1871, -0.7683], [1.5549, -7.7276, -0.7337], [1.8534, -8.3753, 0.4826], [3.1812, -8.2106, 1.0190], [1.3513, -5.6344, -1.9975], [1.0593, -4.5278, 0.2635], [1.1453, -5.9051, 1.2579], [-0.1775, -5.8423, 0.0983], [2.8031, -5.8636, -0.4604], [2.1318, -8.2962, -1.4631], [0.5044, -7.9310, -0.9413], [3.5590, -7.2086, 1.2225], [3.8306, -8.5967, 0.2334], [3.4278, -8.6724, 1.9751], [1.4675, -4.6356, -1.9025], [2.0635, -5.8618, -2.6766], [-0.0876, -8.0559, -8.3353], [-0.9978, -6.8598, -8.5337], [-0.1669, -5.5130, -8.3600], [0.2960, -5.3298, -7.0387], [-0.0980, -4.1326, -6.4124], [-1.4359, -6.9155, -9.8982], [-0.7409, -8.9147, -8.4897], [0.3899, -8.0322, -7.3557], [0.7612, -8.0855, -9.0186], [-1.8158, -6.8588, -7.8133], [-0.4640, -4.6163, -8.9039], [0.6781, -5.5177, -9.0485], [0.5650, -3.3065, -6.6694], [-0.2716, -4.2025, -5.3385], [-1.0808, -3.8549, -6.7932], [-2.2068, -6.2691, -9.8086], [-1.8192, -7.8027, -10.1917], [-6.3390, 0.2293, -1.7630], [-5.0003, 0.6060, -1.1831], [-4.5083, -0.2137, 0.0181], [-3.5040, 0.5423, 0.7004], [-3.5485, 0.4916, 2.1339], [-3.9701, 0.4647, -2.1909], [-7.0295, 0.4296, -0.9438], [-6.3734, -0.7832, -2.1654], [-6.6512, 0.7565, -2.6645], [-5.1061, 1.6710, -0.9768], [-4.1631, -1.1450, -0.4311], [-5.4274, -0.2841, 0.5997], [-3.3773, -0.5315, 2.4685], [-4.4793, 0.8435, 2.5788], [-2.8828, 1.2475, 2.5505], [-4.1934, 1.0289, -2.9982], [-3.1909, 0.9501, -1.7697], [-6.0935, 2.3268, -6.4943], [-7.1044, 2.7146, -5.4117], [-6.4848, 3.7274, -4.4185], [-5.4262, 3.2483, -3.5989], [-4.7102, 4.2245, -2.7392], [-8.3625, 3.1343, -6.1341], [-6.4095, 1.4509, -7.0608], [-5.1487, 1.9805, -6.0753], [-5.8205, 3.0992, -7.2134], [-7.2599, 1.8219, -4.8060], [-7.3286, 4.0023, -3.7856], [-6.1596, 4.6271, -4.9410], [-4.6224, 5.2072, -3.2025], [-3.7319, 3.8401, -2.4503], [-5.1580, 4.4241, -1.7657], [-8.1301, 3.9780, -6.6384], [-8.6788, 2.4831, -6.8383], [4.0566, -0.2062, 8.2502], [2.9152, 0.4102, 7.3819], [1.5823, 0.6629, 8.0579], [1.7703, 1.4125, 9.2735], [1.3090, 0.7735, 10.4129], [3.3369, 1.6173, 6.7000], [4.8824, -0.2965, 7.5446], [3.7095, -1.1309, 8.7113], [4.3402, 0.3694, 9.1314], [2.6800, -0.3128, 6.6008], [1.1425, -0.2989, 8.3217], [0.9236, 1.2864, 7.4533], [0.2203, 0.8278, 10.4184], [1.6205, 1.1764, 11.3766], [1.6285, -0.2596, 10.5493], [3.7855, 2.2343, 7.3618], [2.5351, 2.1847, 6.4648], [-6.4274, 3.3996, 8.5709], [-6.5802, 2.9178, 7.1671], [-5.2846, 2.9560, 6.3259], [-4.7976, 4.2263, 5.9707], [-3.5872, 4.1683, 5.1963], [-7.0949, 1.5655, 7.2521], [-5.6131, 2.9193, 9.1133], [-7.3672, 3.4266, 9.1224], [-6.0990, 4.4272, 8.4152], [-7.2559, 3.6563, 6.7356], [-5.5237, 2.4777, 5.3760], [-4.4482, 2.5953, 6.9246], [-3.8669, 3.9124, 4.1744], [-2.7719, 3.4898, 5.4478], [-3.0498, 5.1158, 5.2361], [-7.7171, 1.5354, 8.0470], [-7.6559, 1.3667, 6.4360], [4.3325, 3.1289, -3.8006], [3.7211, 4.4314, -3.2567], [2.3915, 4.7423, -3.8495], [1.8135, 5.7417, -3.0258], [0.4970, 6.2316, -3.3587], [3.5583, 4.3645, -1.8418], [4.3755, 3.1014, -4.8894], [3.7630, 2.2549, -3.4845], [5.3704, 3.1570, -3.4689], [4.4738, 5.2129, -3.3602], [1.6476, 3.9571, -3.7141], [2.3685, 5.0772, -4.8865], [0.0594, 7.0027, -2.7247], [-0.1953, 5.3958, -3.4598], [0.5183, 6.6060, -4.3821], [4.4149, 4.6822, -1.4113], [2.8188, 5.0183, -1.6279], [5.1138, 1.4289, -0.3468], [3.8330, 1.5892, 0.3726], [3.7509, 2.7518, 1.4034], [4.6262, 2.7546, 2.5086], [4.5895, 1.6482, 3.4228], [2.8622, 1.5569, -0.6033], [5.3105, 2.3844, -0.8331], [5.1986, 0.6097, -1.0607], [5.9956, 1.3433, 0.2882], [3.6512, 0.6183, 0.8335], [2.7196, 2.6622, 1.7448], [3.9621, 3.7205, 0.9505], [3.5879, 1.5234, 3.8341], [5.4071, 1.7365, 4.1383], [4.7113, 0.7288, 2.8501], [1.9675, 1.5473, -0.1348], [2.8676, 2.3578, -1.2187], [-3.3695, 0.2879, 10.5431], [-3.2108, -0.8939, 9.5905], [-2.0310, -0.7651, 8.6249], [-2.0931, 0.3302, 7.7384], [-3.1955, 0.1365, 6.6919], [-3.2243, -2.0809, 10.4025], [-2.6054, 0.1503, 11.3082], [-4.3001, 0.4098, 11.0974], [-3.2909, 1.2930, 10.1289], [-4.0517, -0.9037, 8.8970], [-1.7723, -1.7347, 8.1994], [-1.1633, -0.4610, 9.2102], [-4.1880, 0.3695, 7.0776], [-3.2227, -0.8708, 6.2765], [-3.0225, 0.9788, 6.0220], [-4.1094, -2.1858, 10.8775], [-3.1707, -2.9668, 9.9206]],
  "lumo_energy_ev": -0.030,
  "e_homo_ha": -0.3179,
  "homo_lumo_gap_ev": 8.6
}



b) {
  "formula": "C72H198N18O18",
  "method": "ωB97M-V/def2-TZVPD",
  "symbols": ["C", "C", "C", "O", "C", "N", "H", "H", "H", "H", "H", "H", "H", "H", "H", "H", "H", "C", "C", "C", "O", "C", "N", "H", "H", "H", "H", "H", "H", "H", "H", "H", "H", "H", "C", "C", "C", "O", "C", "N", "H", "H", "H", "H", "H", "H", "H", "H", "H", "H", "H", "C", "C", "C", "O", "C", "N", "H", "H", "H", "H", "H", "H", "H", "H", "H", "H", "H", "C", "C", "C", "O", "C", "N", "H", "H", "H", "H", "H", "H", "H", "H", "H", "H", "H", "C", "C", "C", "O", "C", "N", "H", "H", "H", "H", "H", "H", "H", "H", "H", "H", "H", "C", "C", "C", "O", "C", "N", "H", "H", "H", "H", "H", "H", "H", "H", "H", "H", "H", "C", "C", "C", "O", "C", "N", "H", "H", "H", "H", "H", "H", "H", "H", "H", "H", "H", "C", "C", "C", "O", "C", "N", "H", "H", "H", "H", "H", "H", "H", "H", "H", "H", "H", "C", "C", "C", "O", "C", "N", "H", "H", "H", "H", "H", "H", "H", "H", "H", "H", "H", "C", "C", "C", "O", "C", "N", "H", "H", "H", "H", "H", "H", "H", "H", "H", "H", "H", "C", "C", "C", "O", "C", "N", "H", "H", "H", "H", "H", "H", "H", "H", "H", "H", "H", "C", "C", "C", "O", "C", "N", "H", "H", "H", "H", "H", "H", "H", "H", "H", "H", "H", "C", "C", "C", "O", "C", "N", "H", "H", "H", "H", "H", "H", "H", "H", "H", "H", "H", "C", "C", "C", "O", "C", "N", "H", "H", "H", "H", "H", "H", "H", "H", "H", "H", "H", "C", "C", "C", "O", "C", "N", "H", "H", "H", "H", "H", "H", "H", "H", "H", "H", "H", "C", "C", "C", "O", "C", "N", "H", "H", "H", "H", "H", "H", "H", "H", "H", "H", "H", "C", "C", "C", "O", "C", "N", "H", "H", "H", "H", "H", "H", "H", "H", "H", "H", "H"],
  "positions_angstrom": [[6.3151, 5.6104, -7.0097], [7.0183, 5.3469, -5.6645], [7.1171, 3.8427, -5.3327], [5.8453, 3.2277, -5.3340], [4.9506, 3.7112, -4.2891], [8.3563, 6.0495, -5.5194], [6.7597, 4.9538, -7.7576], [6.5227, 6.6300, -7.3343], [5.2645, 5.3201, -7.0147], [6.4733, 5.8139, -4.8442], [7.6445, 3.6165, -4.4060], [7.8248, 3.2843, -5.9455], [5.3322, 3.6364, -3.2709], [4.0205, 3.1427, -4.2899], [4.6587, 4.7549, -4.4058], [8.7824, 5.7705, -4.6472], [8.2084, 7.0465, -5.4556], [1.6101, 4.6178, -3.1880], [1.2457, 3.8337, -1.9345], [1.1749, 4.7777, -0.6720], [2.4125, 5.5792, -0.5173], [3.6083, 4.8198, -0.1761], [0.0536, 3.0913, -2.2023], [0.9078, 5.4173, -3.4238], [1.5944, 4.0097, -4.0924], [2.6378, 4.9288, -3.0001], [2.0140, 3.0883, -1.7293], [0.9173, 4.3248, 0.2854], [0.4082, 5.5417, -0.8009], [3.4074, 4.1623, 0.6698], [4.4443, 5.4374, 0.1522], [3.9274, 4.1926, -1.0085], [-0.6286, 3.8360, -2.2059], [-0.0462, 2.5612, -1.3484], [9.3220, 3.8591, -1.8985], [8.1634, 4.6721, -1.3680], [7.2121, 3.8615, -0.4244], [6.6126, 2.7649, -1.0833], [5.9504, 1.8142, -0.2548], [8.6247, 5.9064, -0.7879], [9.7654, 4.4943, -2.6653], [8.8945, 2.9566, -2.3354], [10.1189, 3.6122, -1.1971], [7.6190, 4.9968, -2.2547], [6.4191, 4.5582, -0.1525], [7.6859, 3.6075, 0.5237], [5.0638, 2.2276, 0.2259], [6.6604, 1.2774, 0.3744], [5.6698, 1.0473, -0.9767], [9.1219, 5.7756, 0.0814], [9.3403, 6.2433, -1.4160], [-2.9768, -4.4835, -1.7179], [-2.4393, -5.4629, -2.7528], [-2.1694, -4.7859, -4.1128], [-1.7093, -5.8262, -4.9837], [-1.5790, -5.3934, -6.2958], [-1.2577, -5.9821, -2.1661], [-2.2164, -3.7554, -1.4354], [-3.2126, -5.0042, -0.7898], [-3.8702, -3.9710, -2.0746], [-3.1769, -6.2644, -2.7931], [-1.4455, -3.9716, -4.0823], [-3.0501, -4.3546, -4.5887], [-2.3783, -4.8254, -6.7718], [-1.5288, -6.1964, -7.0312], [-0.7227, -4.7190, -6.2928], [-0.7395, -6.5272, -2.8401], [-0.6740, -5.1700, -2.0248], [0.1269, 9.3429, -1.9227], [0.1320, 9.2543, -0.4351], [-0.8966, 8.3089, 0.2440], [-0.5186, 8.3432, 1.6318], [-1.4395, 7.5501, 2.4472], [1.4558, 8.7257, -0.1823], [0.4031, 8.3869, -2.3675], [0.9379, 9.9917, -2.2533], [-0.8623, 9.6847, -2.2272], [0.0718, 10.2443, 0.0171], [-0.9076, 7.3413, -0.2577], [-1.8955, 8.7150, 0.0850], [-0.9234, 7.3588, 3.3880], [-1.5060, 6.5625, 1.9909], [-2.4302, 7.9911, 2.5566], [1.4838, 8.5619, 0.8139], [1.5177, 7.8247, -0.6344], [2.0470, 1.2218, 0.8305], [0.6822, 0.8149, 0.2465], [-0.0008, -0.3812, 0.9695], [-1.2170, -0.8540, 0.3399], [-1.7317, -1.9994, 1.0331], [-0.1884, 1.9841, 0.3995], [2.5291, 1.7883, 0.0337], [2.7437, 0.3977, 0.9843], [1.9196, 1.8306, 1.7256], [0.7848, 0.6798, -0.8302], [-0.1470, -0.1338, 2.0209], [0.7010, -1.2138, 0.9216], [-0.9716, -2.7699, 1.1621], [-2.5290, -2.4657, 0.4543], [-1.9944, -1.7510, 2.0614], [-1.0377, 1.6791, -0.0542], [-0.2737, 2.1270, 1.3957], [0.6063, -2.0943, 6.0875], [0.1903, -3.0154, 7.2100], [-1.1316, -3.7377, 6.8836], [-0.9912, -4.6449, 5.7424], [-2.3175, -4.9535, 5.1938], [1.3090, -3.8031, 7.6144], [-0.2439, -1.4814, 5.7882], [1.0129, -2.5661, 5.1929], [1.3315, -1.3569, 6.4314], [-0.0046, -2.3829, 8.0760], [-1.9304, -3.0292, 6.6645], [-1.4040, -4.3048, 7.7738], [-2.2967, -5.7527, 4.4529], [-2.6184, -3.9936, 4.7741], [-2.9802, -5.2270, 6.0149], [1.4113, -4.5722, 6.9678], [2.1694, -3.3265, 7.3847], [-4.7584, -0.1945, -0.7742], [-3.7364, 0.0092, -1.9312], [-4.4183, 0.7106, -3.0847], [-5.2837, -0.1358, -3.8309], [-5.9762, 0.6246, -4.8384], [-2.6746, 0.8152, -1.3727], [-4.3592, -0.9684, -0.1186], [-5.7201, -0.6174, -1.0649], [-4.9333, 0.6779, -0.1447], [-3.2771, -0.9417, -2.2009], [-3.7426, 1.2125, -3.7773], [-4.9029, 1.6367, -2.7757], [-6.7542, -0.0297, -5.2317], [-5.4972, 1.0945, -5.6974], [-6.6145, 1.4012, -4.4171], [-2.1557, 1.1110, -2.1872], [-2.0826, 0.2158, -0.8155], [-7.2515, -6.7650, 4.3192], [-6.9792, -5.3499, 4.8635], [-6.4561, -4.3940, 3.7589], [-5.2140, -4.8311, 3.1463], [-4.7741, -3.9072, 2.2071], [-8.1184, -4.8152, 5.6232], [-7.3651, -7.4582, 5.1526], [-6.3943, -7.2134, 3.8169], [-8.0820, -6.7287, 3.6142], [-6.2374, -5.5739, 5.6301], [-6.3138, -3.3572, 4.0637], [-7.2503, -4.4370, 3.0136], [-4.4041, -2.9958, 2.6767], [-5.5914, -3.6811, 1.5222], [-4.0230, -4.3360, 1.5437], [-8.3763, -5.5549, 6.2607], [-7.7614, -4.0603, 6.1913], [-0.5403, -8.7574, 0.1168], [-1.9054, -8.2659, 0.6387], [-1.8705, -7.1432, 1.6640], [-1.2312, -5.8953, 1.1358], [-0.0104, -5.5282, 1.7831], [-2.7702, -8.0209, -0.5152], [-0.0424, -7.9308, -0.3902], [-0.6673, -9.6376, -0.5134], [0.1116, -9.0692, 0.9329], [-2.2159, -9.1597, 1.1799], [-1.5998, -7.4368, 2.6782], [-2.8581, -6.7931, 1.9643], [0.6160, -6.3971, 1.9851], [-0.2231, -5.0703, 2.7491], [0.5615, -4.7930, 1.2169], [-2.3609, -7.2805, -1.0669], [-2.6480, -8.7968, -1.1500], [3.0017, -3.6435, 2.3220], [4.4833, -3.3342, 2.2452], [4.7546, -2.3344, 1.0855], [4.7396, -2.9835, -0.2162], [5.2938, -2.1909, -1.2738], [4.9366, -2.9199, 3.5785], [2.7984, -4.5626, 2.8716], [2.6061, -3.7927, 1.3173], [2.4102, -2.7744, 2.6099], [4.9492, -4.2925, 2.0158], [5.7502, -1.8920, 1.1185], [4.0859, -1.4736, 1.0882], [6.3341, -1.8660, -1.2520], [4.7433, -1.2659, -1.4450], [5.1974, -2.6371, -2.2636], [4.6520, -3.7208, 4.1240], [5.9323, -3.0571, 3.6774], [3.6370, 0.2754, 3.9446], [4.8364, 0.6876, 3.1250], [5.1763, 2.1522, 3.3601], [4.1856, 3.1036, 2.8407], [4.6058, 4.4965, 3.0271], [5.9085, -0.1391, 3.6144], [2.7182, 0.7970, 3.6766], [3.7951, 0.6086, 4.9703], [3.3658, -0.7803, 3.9526], [4.6023, 0.5959, 2.0644], [6.0749, 2.4567, 2.8236], [5.2644, 2.3257, 4.4325], [5.4575, 4.6976, 2.3773], [4.8959, 4.7425, 4.0486], [3.7858, 5.1625, 2.7585], [5.5138, -1.0602, 3.7403], [6.1069, 0.2009, 4.5445], [-7.6562, -8.7231, 0.8472], [-6.3415, -8.1064, 0.3076], [-6.4281, -6.5645, 0.0943], [-7.4279, -6.1174, -0.8278], [-7.2659, -4.8027, -1.2785], [-5.2390, -8.5093, 1.1643], [-8.5759, -8.5215, 0.2979], [-7.9259, -8.4466, 1.8665], [-7.5681, -9.8089, 0.8087], [-6.0674, -8.4572, -0.6874], [-5.4650, -6.1354, -0.1822], [-6.5743, -6.1078, 1.0732], [-7.5098, -4.0716, -0.5077], [-8.0607, -4.6383, -2.0061], [-6.2820, -4.5725, -1.6873], [-4.4018, -8.1344, 0.7416], [-5.2028, -8.1628, 2.1123], [0.5235, 4.3480, 3.3559], [0.4738, 3.2102, 4.4311], [-0.3913, 3.4379, 5.6700], [-0.2687, 2.2710, 6.6121], [-1.0923, 2.2056, 7.7040], [-0.0806, 2.0413, 3.8262], [0.7925, 5.2975, 3.8188], [-0.3958, 4.3910, 2.7719], [1.3381, 4.1637, 2.6555], [1.4905, 2.9618, 4.7358], [-1.4308, 3.6224, 5.3992], [0.0668, 4.3373, 6.0816], [-2.0882, 2.0595, 7.2859], [-0.8923, 3.0315, 8.3867], [-0.7764, 1.3844, 8.3474], [-0.0866, 1.2086, 4.3976], [-1.0478, 2.2480, 3.6216], [-0.2505, -0.3051, -5.8326], [0.0820, 0.2010, -4.4087], [1.5551, 0.6233, -4.4224], [2.3546, -0.5719, -4.5438], [3.7339, -0.3460, -4.3585], [-0.8967, 1.3078, -4.1139], [-0.6864, 0.4469, -6.4903], [-1.0731, -1.0012, -5.6691], [0.4369, -1.0387, -6.2538], [-0.0634, -0.6137, -3.6994], [1.8162, 1.0296, -3.4453], [1.8979, 1.3616, -5.1474], [4.2068, 0.2733, -5.1207], [4.2967, -1.2794, -4.3668], [3.9450, 0.2031, -3.4409], [-0.9401, 1.8468, -4.9670], [-0.6338, 2.0295, -3.4581], [4.0407, -5.8917, -3.6993], [2.5266, -5.6888, -3.4674], [2.2422, -4.3412, -2.7497], [0.8804, -4.1486, -2.3077], [0.7957, -2.9143, -1.5763], [1.8499, -5.6507, -4.7642], [4.5614, -5.9262, -2.7424], [4.4350, -5.2728, -4.5053], [4.1454, -6.9136, -4.0640], [2.0445, -6.4961, -2.9161], [2.6936, -3.4705, -3.2254], [2.8031, -4.3938, -1.8166], [-0.0947, -2.9532, -0.9488], [0.5784, -2.1229, -2.2936], [1.6707, -2.6980, -0.9634], [0.8599, -5.4516, -4.7467], [2.2112, -4.8280, -5.2254], [-2.4281, 4.7338, -4.1061], [-2.3945, 5.7115, -2.8249], [-3.6784, 6.3406, -2.4971], [-3.4341, 7.2835, -1.4367], [-4.4892, 8.2412, -1.4530], [-2.0181, 4.9676, -1.6407], [-3.1273, 3.9398, -3.8438], [-1.4396, 4.3355, -4.3345], [-2.8211, 5.1756, -5.0218], [-1.6766, 6.5189, -2.9690], [-4.3344, 5.4999, -2.2713], [-4.0548, 6.8623, -3.3770], [-5.4463, 7.7605, -1.2507], [-4.5197, 8.7302, -2.4267], [-4.4113, 8.9784, -0.6539], [-1.9276, 5.5753, -0.8391], [-2.7614, 4.3788, -1.2929], [-3.8259, 4.5236, 1.7987], [-3.2200, 3.2155, 1.2518], [-3.5721, 1.9554, 2.0746], [-2.8977, 1.9102, 3.3560], [-3.2610, 0.7365, 4.0623], [-3.8014, 3.1235, -0.0675], [-3.3900, 4.7119, 2.7798], [-4.9063, 4.3879, 1.8477], [-3.6384, 5.4104, 1.1932], [-2.1663, 3.4862, 1.1835], [-3.1936, 1.1209, 1.4843], [-4.6431, 1.7889, 2.1900], [-4.3386, 0.6002, 4.1544], [-2.7930, 0.8754, 5.0368], [-2.8499, -0.2310, 3.7741], [-3.4237, 2.3184, -0.5463], [-4.8091, 3.0604, -0.0407]],
  "lumo_energy_ev": 0.240,
  "e_homo_ha": -0.3021,
  "homo_lumo_gap_ev": 8.5
}



Winner for stability: b)